Entry 1:
Density functional theory data (ωB97M-V with the def2-TZVPD basis set) for a cluster of 9 separate species, C57H135N9O12 in total in a non-equilibrium geometry.

- E_HOMO (Ha) = -0.3003
- ΔE to the lowest compared entry with this formula, charge and spin (kJ/mol) = 419.6
- frontier orbital gap (eV) = 8.65
- structure (SMILES) = CC1(C)CCCC(C)(C)N1O.CC1(C)CCCC(C)(C)N1O.CC1(C)CCCC(C)(C)N1O.COC[C@H](C)N.COC[C@H](C)N.COC[C@H](C)N.COCCNCCOC.COCCNCCOC.COCCNCCOC
- LUMO (Ha) = 0.0177
- E (hartree) = -3647.93610

Each line ends with the Löwdin charge.
Geometry (Å):
1 C 1.043 -2.925 -0.762  -0.0355
2 C -0.010 -1.821 -0.622  -0.4616
3 C -1.212 -2.405 0.150  -0.0369
4 C 0.728 -0.713 0.110  -0.1330
5 C 0.052 0.642 -0.020  -0.1832
6 C -0.364 0.999 -1.430  -0.1248
7 C -1.162 -0.054 -2.233  -0.4803
8 C -2.634 -0.086 -1.842  -0.0123
9 C -1.025 0.247 -3.687  -0.0381
10 N -0.433 -1.345 -1.989  -0.0789
11 O -1.057 -2.391 -2.679  -0.0330
12 H 0.562 -3.790 -1.239  0.0524
13 H 1.785 -2.650 -1.512  0.0791
14 H 1.354 -3.437 0.147  0.0936
15 H -1.570 -1.532 0.705  0.0693
16 H -2.049 -2.940 -0.299  0.0687
17 H -0.918 -3.152 0.895  0.0727
18 H 0.771 -0.915 1.185  0.1006
19 H 1.773 -0.478 -0.119  0.1138
20 H -0.874 0.515 0.567  0.1061
21 H 0.520 1.505 0.458  0.1087
22 H 0.623 1.201 -1.877  0.1012
23 H -0.769 2.011 -1.482  0.1001
24 H -2.797 -0.430 -0.814  0.0723
25 H -3.205 -0.785 -2.456  0.0863
26 H -3.152 0.871 -1.777  0.0632
27 H -1.373 1.278 -3.855  0.0742
28 H -1.638 -0.318 -4.386  0.0940
29 H 0.010 0.470 -3.959  0.0669
30 H -0.592 -2.523 -3.512  0.1031
31 C 1.409 7.016 0.561  -0.0241
32 C 1.751 5.555 0.600  -0.4833
33 C 1.773 4.915 -0.796  -0.0388
34 C 3.201 5.243 1.074  -0.1456
35 C 3.416 5.682 2.514  -0.1700
36 C 2.463 4.836 3.350  -0.1522
37 C 0.962 4.941 2.971  -0.4660
38 C 0.231 3.763 3.656  -0.0263
39 C 0.442 6.305 3.510  -0.0228
40 N 0.840 4.769 1.487  -0.0890
41 O -0.529 4.823 1.153  -0.0330
42 H 0.450 7.254 0.094  0.0890
43 H 1.370 7.576 1.489  0.0621
44 H 2.188 7.388 -0.115  0.0970
45 H 2.569 5.283 -1.442  0.0593
46 H 1.868 3.829 -0.796  0.0740
47 H 0.828 5.162 -1.295  0.0819
48 H 3.381 4.162 1.020  0.1093
49 H 4.063 5.536 0.466  0.1200
50 H 4.365 5.355 2.944  0.1109
51 H 3.265 6.759 2.590  0.1061
52 H 2.648 5.052 4.405  0.1121
53 H 2.725 3.785 3.201  0.1060
54 H 0.663 2.813 3.347  0.0712
55 H -0.841 3.765 3.447  0.0749
56 H 0.260 3.918 4.736  0.0689
57 H -0.354 6.658 2.848  0.0778
58 H 1.136 7.143 3.469  0.0647
59 H 0.061 6.116 4.513  0.0789
60 H -0.700 3.928 0.838  0.0756
61 C -2.074 -5.939 -2.692  -0.0256
62 C -1.814 -6.792 -1.435  -0.4751
63 C -0.741 -6.170 -0.578  -0.0266
64 C -3.160 -6.727 -0.677  -0.1296
65 C -3.381 -7.858 0.349  -0.1888
66 C -3.060 -9.212 -0.276  -0.1523
67 C -1.691 -9.347 -0.963  -0.4963
68 C -0.656 -9.428 0.199  -0.0392
69 C -1.707 -10.690 -1.741  -0.0285
70 N -1.460 -8.191 -1.831  -0.1022
71 O -0.217 -8.204 -2.496  -0.0197
72 H -2.093 -4.882 -2.411  0.0706
73 H -1.254 -6.023 -3.409  0.0771
74 H -3.026 -6.106 -3.194  0.0820
75 H -1.063 -5.174 -0.273  0.0594
76 H -0.568 -6.787 0.302  0.0780
77 H 0.186 -6.006 -1.129  0.0843
78 H -3.235 -5.914 0.053  0.1086
79 H -4.094 -6.687 -1.240  0.1183
80 H -2.621 -7.653 1.114  0.0963
81 H -4.325 -7.904 0.890  0.1111
82 H -3.873 -9.545 -0.926  0.1178
83 H -3.065 -9.818 0.637  0.1183
84 H -0.615 -10.482 0.491  0.0749
85 H -0.790 -8.914 1.151  0.0711
86 H 0.326 -9.161 -0.197  0.0815
87 H -0.805 -10.544 -2.349  0.0743
88 H -2.442 -10.708 -2.549  0.0812
89 H -1.700 -11.600 -1.154  0.0824
90 H -0.506 -8.266 -3.413  0.1043
91 C 4.324 1.586 -1.464  -0.1218
92 O 5.136 2.059 -0.399  -0.1871
93 C 5.820 0.958 0.233  -0.1916
94 C 6.941 1.506 1.104  -0.4102
95 C 7.932 0.420 1.530  -0.0769
96 N 6.316 2.085 2.328  0.0453
97 H 3.519 2.300 -1.613  0.0529
98 H 3.815 0.633 -1.269  0.0746
99 H 4.842 1.342 -2.396  0.0928
100 H 5.098 0.296 0.717  0.1320
101 H 6.254 0.388 -0.595  0.1240
102 H 7.538 2.288 0.629  0.1363
103 H 8.815 0.775 2.060  0.0728
104 H 8.334 -0.194 0.718  0.0718
105 H 7.370 -0.262 2.172  0.0746
106 H 6.612 3.029 2.542  0.0668
107 H 5.346 2.177 2.041  0.0486
108 C 1.679 2.773 -4.286  -0.0998
109 O 2.743 3.519 -4.862  -0.1738
110 C 3.412 4.360 -3.958  -0.2326
111 C 4.710 5.069 -4.458  -0.4184
112 C 5.401 5.514 -3.147  -0.0683
113 N 4.429 6.145 -5.377  0.0424
114 H 0.877 3.469 -4.034  0.0899
115 H 1.998 2.157 -3.439  0.0632
116 H 1.290 1.989 -4.936  0.0751
117 H 2.664 5.119 -3.692  0.1243
118 H 3.776 3.836 -3.071  0.0858
119 H 5.279 4.222 -4.855  0.1387
120 H 5.795 4.652 -2.608  0.0727
121 H 4.823 6.143 -2.463  0.0710
122 H 6.232 6.196 -3.353  0.0734
123 H 3.549 5.979 -5.863  0.0724
124 H 5.046 5.996 -6.175  0.0754
125 C 3.208 -1.418 -4.393  -0.1133
126 O 4.071 -2.393 -4.920  -0.2111
127 C 3.567 -3.127 -6.065  -0.1750
128 C 4.693 -4.024 -6.583  -0.4511
129 C 4.393 -4.700 -7.939  -0.0691
130 N 5.080 -5.074 -5.668  0.0302
131 H 3.790 -0.980 -3.579  0.0795
132 H 2.307 -1.830 -3.922  0.0735
133 H 3.004 -0.696 -5.190  0.0887
134 H 2.743 -3.718 -5.656  0.1225
135 H 3.195 -2.463 -6.849  0.1216
136 H 5.604 -3.441 -6.746  0.1402
137 H 4.490 -4.012 -8.778  0.0730
138 H 3.548 -5.387 -7.909  0.0753
139 H 5.248 -5.367 -8.070  0.0696
140 H 5.548 -4.652 -4.875  0.0734
141 H 4.241 -5.568 -5.380  0.0761
142 C -7.481 -0.253 2.518  -0.1318
143 O -7.555 -0.558 1.147  -0.2043
144 C -8.443 -1.671 0.939  -0.2124
145 C -8.268 -2.286 -0.450  -0.1875
146 N -7.042 -3.101 -0.627  -0.0742
147 C -5.730 -2.469 -0.396  -0.1692
148 C -5.159 -2.893 0.989  -0.1874
149 O -5.692 -4.141 1.385  -0.2366
150 C -5.298 -4.565 2.705  -0.0636
151 H -8.395 0.150 2.955  0.0935
152 H -6.691 0.503 2.621  0.0777
153 H -6.979 -1.027 3.113  0.0797
154 H -9.476 -1.299 0.904  0.1176
155 H -8.326 -2.379 1.761  0.1198
156 H -8.230 -1.500 -1.206  0.1164
157 H -9.149 -2.911 -0.592  0.1122
158 H -7.155 -3.833 0.067  0.0798
159 H -5.931 -1.407 -0.548  0.1081
160 H -5.203 -2.831 -1.283  0.1034
161 H -5.575 -2.181 1.711  0.1029
162 H -4.070 -2.870 0.932  0.1025
163 H -5.398 -5.633 2.854  0.0844
164 H -5.986 -3.959 3.304  0.0835
165 H -4.308 -4.183 2.965  0.0837
166 C 0.635 -2.204 3.705  -0.1304
167 O 1.896 -1.606 3.857  -0.1986
168 C 1.877 -0.261 4.342  -0.2052
169 C 3.345 0.107 4.611  -0.2273
170 N 3.401 1.493 5.044  -0.0539
171 C 3.179 1.669 6.508  -0.1654
172 C 2.876 3.173 6.693  -0.2548
173 O 4.106 3.824 6.588  -0.1957
174 C 4.595 4.227 7.883  -0.0730
175 H 0.182 -2.527 4.648  0.0874
176 H 0.788 -3.153 3.183  0.0843
177 H -0.040 -1.607 3.086  0.0719
178 H 1.406 -0.195 5.326  0.1120
179 H 1.408 0.383 3.597  0.1108
180 H 3.918 -0.117 3.706  0.1109
181 H 3.751 -0.691 5.251  0.1204
182 H 4.344 1.775 4.798  0.0985
183 H 4.136 1.395 6.962  0.1198
184 H 2.387 1.004 6.850  0.1097
185 H 2.363 3.252 7.665  0.1152
186 H 2.006 3.390 6.068  0.0969
187 H 5.646 4.492 7.819  0.0872
188 H 4.466 3.412 8.598  0.0844
189 H 3.925 5.049 8.139  0.0907
190 C -2.737 3.554 -2.509  -0.0853
191 O -2.902 3.100 -1.158  -0.2186
192 C -3.436 4.147 -0.360  -0.2406
193 C -3.568 3.648 1.077  -0.1555
194 N -4.646 2.627 1.037  -0.0492
195 C -5.979 3.174 1.230  -0.1994
196 C -6.207 3.704 2.669  -0.1999
197 O -5.834 5.058 2.886  -0.1905
198 C -6.546 5.999 2.155  -0.1538
199 H -2.890 2.725 -3.198  0.0733
200 H -1.783 4.062 -2.645  0.0869
201 H -3.562 4.223 -2.767  0.0886
202 H -4.398 4.542 -0.699  0.1171
203 H -2.765 5.016 -0.322  0.1193
204 H -3.819 4.470 1.742  0.1206
205 H -2.587 3.215 1.274  0.0988
206 H -4.539 2.124 0.166  0.0912
207 H -6.724 2.404 1.033  0.1070
208 H -6.179 4.027 0.570  0.0953
209 H -5.646 3.200 3.456  0.1258
210 H -7.268 3.577 2.919  0.1153
211 H -6.349 7.013 2.516  0.0874
212 H -7.643 5.986 2.130  0.0921
213 H -6.263 6.097 1.098  0.0755

Entry 2:
Density functional theory data (ωB97M-V with the def2-TZVPD basis set) for a structure of composition C25H46Cl2GaN3O6Si in a non-equilibrium geometry.

- E_HOMO (Ha) = -0.3151
- ΔE to the lowest compared entry with this formula, charge and spin (kJ/mol) = 389.0
- frontier orbital gap (eV) = 9.06
- LUMO (Ha) = 0.0177
- E (hartree) = -4730.64066

Each line ends with the Löwdin charge.
Geometry (Å):
1 C -2.461 -0.287 -4.796  -0.0546
2 C -1.468 -1.004 -3.972  -0.2465
3 H -2.133 -0.288 -5.835  0.0840
4 H -2.731 0.741 -4.557  0.0538
5 H -3.394 -0.873 -4.707  0.1065
6 C -0.652 -1.935 -4.429  -0.1233
7 C -0.663 -2.399 -5.805  -0.0975
8 H -0.098 -2.576 -3.747  0.0962
9 H -0.257 -1.712 -6.531  0.0810
10 H -1.670 -2.666 -6.083  0.0812
11 H -0.068 -3.299 -5.823  0.0706
12 Ga 0.151 1.252 2.132  -0.2372
13 Cl 1.317 3.118 2.178  0.2768
14 C -0.124 -1.368 3.050  -0.2807
15 O 0.451 -0.285 3.387  -0.1069
16 N 0.452 -2.542 3.270  -0.1450
17 C 1.868 -2.701 3.500  0.0019
18 C -0.374 -3.729 3.425  -0.0339
19 H -1.119 -1.360 2.593  0.1425
20 H 2.260 -1.807 3.920  0.0905
21 H 2.398 -2.931 2.576  0.1027
22 H 1.997 -3.529 4.164  0.0848
23 H -1.435 -3.528 3.262  0.0959
24 H -0.244 -4.119 4.451  0.1014
25 H -0.060 -4.528 2.738  0.0856
26 H 1.643 3.666 6.734  0.0908
27 H -0.878 5.517 5.535  0.0884
28 C 1.567 3.556 5.638  -0.0558
29 C -0.222 5.079 4.769  -0.0803
30 N 0.184 3.757 5.184  -0.2197
31 H 1.927 2.559 5.338  0.0846
32 C -0.767 2.793 5.222  -0.3681
33 O -0.594 1.594 5.205  0.0024
34 H -0.786 4.997 3.838  0.0816
35 H -1.783 3.265 5.251  0.1482
36 H 2.173 4.340 5.181  0.0738
37 H 0.653 5.710 4.630  0.0842
38 H 2.758 0.349 -3.350  0.0962
39 H 2.683 -2.107 -3.601  0.0835
40 C 3.391 0.295 -2.465  -0.0504
41 C 3.491 -2.119 -2.854  -0.0689
42 N 3.286 -1.036 -1.911  -0.2009
43 H 3.041 1.000 -1.710  0.0562
44 C 3.372 -1.251 -0.554  -0.3690
45 O 3.559 -0.393 0.289  -0.0322
46 H 3.468 -3.073 -2.314  0.0794
47 H 3.236 -2.324 -0.303  0.1212
48 H 4.409 0.554 -2.760  0.0978
49 H 4.452 -2.015 -3.386  0.0953
50 O -0.281 0.562 -2.533  -0.2893
51 C -1.413 -0.594 -2.481  -0.1177
52 C 0.295 -2.269 -1.616  -0.1171
53 C -1.000 -1.752 -1.560  -0.1961
54 H 1.011 -1.729 -2.237  0.0874
55 C 0.621 -3.467 -1.000  -0.0772
56 H -2.358 -0.137 -2.102  0.1492
57 C -1.976 -2.467 -0.811  -0.0250
58 H 1.619 -3.874 -1.095  0.0846
59 C -0.359 -4.188 -0.296  -0.1034
60 C -1.650 -3.690 -0.216  -0.1012
61 H -3.005 -2.019 -0.744  0.1280
62 H -0.115 -5.128 0.171  0.0906
63 H -2.445 -4.253 0.284  0.1037
64 Si -0.235 2.277 -2.236  0.4986
65 Cl 0.711 -0.031 0.735  0.6401
66 C 1.464 3.108 -1.925  -0.1520
67 C -1.087 3.381 -0.838  -0.1687
68 C -1.131 2.295 -3.737  -0.1932
69 H 2.318 2.439 -2.004  -0.0222
70 H 1.567 3.597 -0.939  0.0176
71 H 1.610 3.901 -2.682  0.0401
72 H -0.495 1.817 -4.493  0.0701
73 H -1.490 3.257 -4.057  0.0381
74 H -2.007 1.682 -3.505  0.0197
75 H -1.943 2.920 -0.353  0.0009
76 H -1.421 4.332 -1.302  0.0332
77 H -0.396 3.697 -0.008  -0.0107
78 C -3.735 0.745 2.893  0.0010
79 C -2.577 0.971 1.979  -0.6741
80 O -2.479 0.321 0.943  0.0130
81 O -1.713 1.891 2.379  -0.1000
82 H -4.361 1.646 3.055  0.0966
83 H -3.389 0.432 3.892  0.0909
84 H -4.362 -0.032 2.469  0.0763

Entry 3:
Density functional theory data (ωB97M-V with the def2-TZVPD basis set) for a cluster of 2 separate species, C7H11N2O2 in total in a non-equilibrium geometry.

- E_HOMO (Ha) = -0.1324
- ΔE to the lowest compared entry with this formula, charge and spin (kJ/mol) = 183.2
- frontier orbital gap (eV) = 6.65
- total charge = -1
- LUMO (Ha) = 0.1121
- E (hartree) = -533.34520

Each line ends with the Löwdin charge.
Geometry (Å):
1 C 1.920 1.238 1.924  -0.0749
2 C 2.886 0.665 0.798  -0.7998
3 O 2.661 -0.565 0.618  -0.1343
4 O 3.730 1.402 0.290  -0.0854
5 H 1.281 0.586 2.494  0.0316
6 H 1.668 2.294 1.668  0.0599
7 H 2.604 1.478 2.747  0.0405
8 C -1.444 0.223 1.051  -0.1768
9 C -1.392 1.750 0.796  -0.1110
10 C -1.646 -0.528 -0.252  -0.2951
11 C -1.787 -1.878 -0.456  -0.0730
12 C -1.770 -0.832 -2.410  -0.1763
13 N -1.584 0.087 -1.461  0.0895
14 N -1.954 -2.068 -1.800  0.0181
15 H -0.622 -0.139 1.679  0.0906
16 H -2.298 0.052 1.719  0.0945
17 H -1.027 1.985 -0.188  0.0483
18 H -1.862 -2.764 0.151  0.1084
19 H -1.409 -0.870 -3.434  0.1070
20 H -2.210 -2.943 -2.221  0.1299
21 H -0.678 2.174 1.503  0.0450
22 H -2.378 2.223 0.836  0.0632